1.
13
Properties=species:S:1:pos:R:3:forces:R:3 method="wB97M-V/def2-TZVPD" gap_ev="8.620 / 6.409" multiplicity=3 total_charge=0
C -0.2908 0.2327 -1.0929 -1.40 1.16 -1.23
C -0.5055 -1.0556 -1.4050 0.63 1.36 1.63
C 0.3405 0.4648 0.2247 0.86 2.83 1.91
C 0.2022 -0.7567 1.1204 1.01 -0.91 1.76
O -0.5623 -3.3423 0.3106 -1.56 -2.58 0.70
P 0.0947 -2.1303 -0.1051 1.75 2.47 -0.38
Br 3.7619 0.2619 -0.0362 0.01 -0.01 0.01
H -0.4747 1.1390 -1.8175 0.44 -1.99 1.45
H -0.7375 -1.2994 -2.3726 -0.77 -1.01 -2.08
H 1.3733 0.6475 -0.1878 -0.08 -0.12 1.10
H 0.0852 1.4461 0.8640 0.29 -1.94 -1.87
H 0.9008 -0.9242 2.0694 -0.75 0.50 -2.58
H -0.7510 -0.7688 1.6549 -0.42 0.21 -0.42

2.
20
Properties=species:S:1:pos:R:3:forces:R:3 method="wB97M-V/def2-TZVPD" gap_ev=8.508 total_charge=0 relative_energy_ev=3.7003
C 0.9833 3.2258 -0.5015 -0.44 -2.58 1.12
C 0.9815 2.5312 -1.7485 -1.68 -4.86 3.16
C 0.7899 2.5358 0.6392 0.29 1.97 1.41
C 0.7832 1.1781 -1.7219 -0.79 1.40 1.10
C 0.1425 1.2231 0.7581 0.85 -0.24 -3.79
C 0.3815 0.4006 -0.5424 0.34 1.00 1.46
C -0.8919 -4.0756 1.4030 -0.51 2.26 0.96
C -1.8628 -3.2880 0.9870 -0.89 -0.13 -0.69
N 0.3175 -0.8660 -0.4487 -0.01 -0.05 -0.75
Cl -2.3472 -1.6833 1.4163 0.57 -0.40 0.51
Cl -2.9573 -3.9221 -0.1838 -0.39 -0.17 -0.70
H 1.3903 4.1488 -0.5811 1.04 2.94 0.56
H 1.3172 2.9484 -2.5790 1.27 2.03 -3.64
H 1.0076 2.9310 1.6589 -0.08 0.40 -1.10
H 0.9340 0.5166 -2.4957 0.46 -0.81 -2.35
H -0.9105 1.4800 0.6650 -0.51 -0.62 1.10
H -0.7825 -4.9927 0.8973 0.43 -0.99 0.03
H 0.6090 0.6532 1.5149 -0.69 -0.59 1.43
H -0.3524 -3.6618 2.2403 0.73 -0.53 -0.08
H 0.4671 -1.2831 -1.3773 -0.02 -0.03 0.25

3.
7
Properties=species:S:1:pos:R:3:forces:R:3 method="wB97M-V/def2-TZVPD" gap_ev="8.310 / 8.313" total_charge=0 smiles="FC1=C(Br)C1(F)F" relative_energy_ev=0.0000
C -0.3877 0.9377 -0.2801 5.32 -3.60 -1.45
C 0.8711 -0.2409 -0.5315 -5.49 5.97 1.11
C -0.5376 -0.4395 0.0029 0.57 -3.52 2.04
F -0.6973 2.1130 0.1909 -0.01 -0.79 -0.22
F -1.3814 -1.4053 -0.5276 0.54 1.38 -0.43
F -0.5541 -0.8942 1.3678 -0.12 0.99 -0.87
Br 2.6871 -0.0708 -0.2224 -0.82 -0.43 -0.19

4.
28
Properties=species:S:1:pos:R:3:forces:R:3 method="wB97M-V/def2-TZVPD" gap_ev=6.297 total_charge=-1 relative_energy_ev=0.8914
N 1.9341 -0.0801 3.0635 -3.87 0.40 3.38
H 2.0601 -0.9986 3.4694 -0.43 0.15 0.33
H 1.0901 -0.0141 2.4459 1.08 -0.67 0.53
H 2.7849 0.1565 2.4616 0.63 0.20 -0.95
H 1.7395 0.6757 3.7175 0.22 -0.57 0.70
Ag 0.8926 -0.2456 -0.3504 1.28 0.06 -0.23
N -0.3657 -0.2446 1.6815 -3.35 -1.71 0.99
S -1.5330 0.7742 1.3245 -0.44 5.14 -3.02
O -1.9881 1.6714 2.3477 0.03 -1.33 0.26
O -2.4493 0.4163 0.2657 0.64 -0.37 1.43
F -0.5225 1.7766 0.5239 -0.14 -0.24 0.19
S -1.3468 -1.4825 2.2874 1.95 -2.97 -0.76
O -1.9868 -2.1826 1.1985 0.69 0.61 1.57
O -1.9894 -1.2940 3.5396 -0.47 0.86 -0.32
F -0.0965 -2.3829 2.7661 -0.33 0.20 -0.71
C 3.8136 0.2435 0.3139 4.12 0.61 -1.78
O 5.0540 0.4311 0.0536 -1.59 -0.23 0.70
O 3.0354 0.0828 -0.7107 -2.07 -0.41 0.15
O 3.4018 0.2202 1.5259 2.00 0.39 -2.45
C -2.1671 0.1361 -4.1252 0.03 -0.52 -0.74
C -1.1769 0.7709 -3.1624 -0.67 -0.34 0.11
O -0.6295 -0.2054 -2.2646 -0.17 -0.01 -0.42
H -1.7226 -0.6772 -4.7092 0.31 0.15 -0.05
H -2.5286 0.8681 -4.8506 0.04 0.10 0.06
H -3.0405 -0.3433 -3.6817 0.08 0.35 0.54
H -1.7445 1.5019 -2.5893 0.45 0.06 0.35
H -0.3479 1.2428 -3.6906 -0.13 0.24 -0.08
H -0.1702 -0.8173 -2.8518 0.08 -0.16 0.26